{
  "formula": "C2H5NO3S",
  "method": "the ωB97M-V functional and the def2-TZVPD basis",
  "energy_ha": -757.841540,
  "de_lowest_kcal_mol": 37.26,
  "homo_lumo_gap_ev": 8.24,
  "e_homo_ev": -9.55,
  "species": ["N", "O", "H", "S", "C", "C", "O", "H", "H", "O", "H", "H"],
  "positions_angstrom": [[0.759, 0.274, -0.595], [0.043, 2.401, -0.840], [2.014, -1.244, -0.293], [-3.022, -0.267, 0.391], [0.788, 1.582, -0.282], [1.219, -0.770, 0.299], [-2.099, -0.777, -0.608], [0.126, -0.059, -1.323], [1.666, 1.745, 0.291], [-3.533, -1.174, 1.332], [1.754, -0.373, 1.201], [0.285, -1.338, 0.427]],
  "mulliken_charge": [-0.149, -0.593, 0.256, 0.735, 0.109, -0.742, -0.389, 0.269, 0.295, -0.357, 0.321, 0.245]
}